Density functional theory data (ωB97M-V/def2-TZVPD) for the molecule C15H24O.

Geometry as ORCA input:
```
! wB97M-V def2-TZVPD RIJCOSX def2/J DEFGRID3
* xyz 0 1
O 2.25602 -0.15276 2.00874
C -0.62526 -2.69052 -1.04150
C 2.32480 -0.10246 0.80381
C -0.04792 -2.03233 -0.04651
C 2.36275 -1.35564 -0.04265
C 1.33349 -2.39834 0.42234
C -0.98296 0.37747 -0.26292
C 3.75210 1.28470 -0.70386
C 2.43849 1.22752 0.08078
C -2.43482 0.42343 0.28752
C -0.10336 1.61051 -0.10758
C 1.24318 1.50572 -0.84183
C -3.50543 0.43426 -0.79615
C -0.69289 -0.85833 0.62650
C -2.19728 -0.94638 0.95562
C -2.71467 1.52383 1.30273
H -2.70197 -1.76754 0.45299
H -3.33721 -0.36539 -1.51427
H 2.21357 -1.13094 -1.09736
H -3.69061 1.36168 1.75663
H -1.00014 0.08840 -1.31713
H 0.07558 1.80921 0.94953
H 3.89439 2.28401 -1.10938
H -1.96856 1.52670 2.09275
H -0.65757 2.46161 -0.51116
H 1.45025 2.45136 -1.34802
H 1.36072 -2.44728 1.51292
H 3.74827 0.57933 -1.53088
H -2.43012 -0.99025 2.01814
H -0.12331 -0.57824 1.51115
H -0.14435 -3.52473 -1.52533
H 2.46285 2.00308 0.85549
H 4.59485 1.05651 -0.05539
H -4.49264 0.29867 -0.35873
H 1.60945 -3.37546 0.02266
H -3.49297 1.38182 -1.33217
H 3.36554 -1.77500 0.08076
H -2.72104 2.50176 0.82605
H -1.60355 -2.43536 -1.41165
H 1.18234 0.73537 -1.61266
*
```

Structure (SMILES): C=C1CCC(=O)[C@@H](C)CC[C@H]2[C@H]1CC2(C)C
HOMO-LUMO gap in eV: 9.99
ΔE to the lowest compared entry with this formula, charge and spin in kJ/mol: 100.4

Density functional theory data (ωB97M-V/def2-TZVPD) for a 11-piece molecular cluster, C12H46N12O11 overall in a non-equilibrium geometry.

Geometry as ORCA input:
```
! wB97M-V def2-TZVPD RIJCOSX def2/J DEFGRID3
* xyz 0 1
O 4.97107 -26.26529 15.91117
O 8.61737 -27.98902 13.22025
O 8.09678 -26.25531 15.65248
O 4.15449 -27.20472 13.58065
O 0.23427 -27.01503 10.66574
O 2.91514 -31.37173 10.38377
O 6.85078 -30.05124 10.34278
O 5.93016 -25.07052 12.15592
O 2.19311 -27.36824 7.99506
O 1.91851 -25.28880 15.28258
O 0.56080 -29.80311 12.47544
N 9.16078 -24.16329 15.30174
N 4.03687 -26.94475 9.32529
N 7.92815 -27.92754 10.66748
N 7.01930 -24.28635 14.85529
N 7.36419 -28.43044 8.67745
N 2.16015 -27.65396 11.80056
N 6.50495 -25.83204 9.93553
N 5.80357 -23.74693 10.16507
N 4.17451 -26.36935 7.21930
N 4.13024 -29.51332 9.72667
N 1.94483 -29.29598 9.74314
N 0.84252 -26.03275 12.68072
C 5.44194 -27.31590 16.69412
C 0.84803 -30.75324 13.53470
C 1.07787 -26.94562 11.72012
C 5.06225 -27.94551 12.86244
C 3.48165 -26.88594 8.17894
C 6.08353 -24.88870 10.78292
C 3.00350 -30.08839 9.90424
C 7.33815 -28.82360 9.90940
C 0.71664 -24.52934 15.43375
C 4.69498 -29.38708 13.14965
C 8.11671 -24.90050 15.20758
C 8.22931 -28.98418 14.03994
H 4.94575 -30.00385 10.03940
H 6.69502 -25.47127 8.99092
H 10.11815 -24.65283 15.33275
H -0.11845 -25.10321 15.18168
H 4.59624 -27.58785 17.38527
H 0.07454 -25.39909 12.52368
H 9.31188 -27.52538 13.65601
H 3.32011 -26.80775 10.09629
H 1.32272 -26.07033 13.56948
H 5.70332 -28.22967 16.14923
H 5.12641 -27.71476 11.80043
H 6.32112 -25.04052 14.72684
H 6.23325 -27.10176 17.41716
H 7.03590 -26.75349 10.21401
H 4.18732 -28.48736 9.47248
H 7.66008 -28.50194 14.80845
H 4.42634 -26.98067 14.44493
H 8.70638 -27.34721 10.34679
H 3.63265 -26.12062 6.33939
H 7.92323 -28.03302 11.67759
H 1.51459 -30.46980 14.26451
H 9.12242 -23.19305 15.15838
H 3.66857 -29.59901 12.94749
H 6.88062 -29.03850 8.04129
H 0.99207 -29.77399 9.82358
H 6.09446 -27.69944 13.24003
H 1.23068 -31.69832 13.11612
H 7.56797 -29.78903 13.62386
H -0.17573 -30.92984 13.96733
H 5.39705 -30.01169 12.49077
H 2.89417 -27.68548 12.52473
H 2.06820 -26.08832 15.82452
H 9.14957 -29.44752 14.37446
H 7.62652 -27.46158 8.34760
H 4.91483 -29.83675 14.06951
H 0.69427 -24.44203 16.50688
H 1.94867 -28.38561 9.20586
H 1.11927 -29.03534 12.55611
H 5.07491 -25.91983 7.37251
H 5.02624 -26.60226 9.50337
H 4.81872 -25.48684 16.47945
H 6.35283 -23.55203 9.24227
H 2.20448 -28.37192 11.03833
H 6.99763 -23.61215 14.12940
H 0.75396 -23.58520 14.97229
H 5.67696 -22.91172 10.75786
*
```

Structure (SMILES): NC(N)=O.NC(N)=O.NC(N)=O.NC(N)=O.NC(N)=O.NC(N)=O.CCO.CO.CO.CO.CO
HOMO-LUMO gap in eV: 6.37
ΔE to the lowest compared entry with this formula, charge and spin in kJ/mol: 309.2

Density functional theory data (ωB97M-V/def2-TZVPD) for a 20-piece molecular cluster, C100H100N20 overall in a non-equilibrium geometry.

Geometry as ORCA input:
```
! wB97M-V def2-TZVPD RIJCOSX def2/J DEFGRID3
* xyz 0 1
N -0.97884 4.57058 -0.22780
N -4.22097 -2.42391 3.06348
N -3.18195 0.58733 -6.08902
N 5.25216 -1.13228 0.05948
N -0.90968 5.99655 -4.60092
N 0.38632 2.24057 5.61522
N 2.88184 4.19064 -0.88038
N 4.36482 -4.60399 3.21107
N 0.61889 -4.67353 3.82671
N -6.92446 -2.70990 -2.04825
N 7.97903 3.57779 2.05652
N -2.66280 -0.06578 0.11243
N -2.68970 -2.82691 7.73289
N 1.90621 -2.50791 -6.70661
N 1.31306 1.34972 -3.30766
N -5.17110 3.69424 2.66273
N -5.28026 3.07355 -2.38304
N 3.75892 0.96668 3.98286
N -1.02056 -4.52751 -2.96815
N 3.07574 -7.14057 -0.84983
C 3.14684 2.83882 1.13760
C -6.49525 -2.57422 -3.31424
C -1.41416 -3.18858 7.67850
C -5.17029 -3.92976 4.73041
C 2.56808 0.40884 3.90160
C -1.67355 6.37045 1.70890
C 4.71912 -5.97360 -2.03479
C 1.94983 2.31619 -3.98021
C -2.99789 -1.56896 7.36895
C 3.78377 3.91488 1.73963
C -6.31962 4.26243 -4.14251
C -2.82290 0.91844 -4.84110
C -5.19172 -4.60285 2.45728
C -4.36349 5.07630 -3.25525
C 7.14096 3.78496 -0.16684
C 1.12224 4.11537 4.26324
C 3.33742 -1.70087 4.68380
C -0.69795 2.82497 3.57548
C -5.48230 -0.48945 -2.87085
C 2.91181 -6.10036 -0.12661
C 3.66392 -4.95334 -0.25417
C 4.00535 -7.10895 -1.80932
C 3.64604 -0.54691 -1.56563
C 2.73114 3.08716 -0.19617
C 4.71757 0.18710 4.38646
C -0.18846 -4.19093 1.63402
C -0.71724 -0.49088 1.57801
C -1.88027 0.88618 -0.51361
C -0.52569 -5.34303 3.99561
C 5.34279 -4.53984 2.30694
C 1.04492 -3.29242 -6.08223
C 4.95480 -0.77863 -1.18265
C -0.45418 -2.32679 7.27879
C 3.97137 5.09636 1.03752
C -0.57950 2.08423 4.69737
C 0.91280 6.91800 -5.91809
C -6.68078 -1.69129 -1.24367
C -4.73722 3.19966 3.81615
C -6.04592 -0.54435 -1.63475
C -3.49645 -3.66765 -2.10623
C 5.99836 -5.73106 1.88806
C 4.47066 -7.02444 3.19916
C -3.27506 -4.99245 -2.27806
C 3.08608 -2.38592 -6.16899
C -4.27476 1.91185 3.90037
C -1.36726 -4.86071 1.85884
C 0.26577 3.78342 3.24869
C 4.59711 -1.15689 4.74906
C -0.41851 6.64885 -5.65038
C -2.07229 -0.57267 7.07444
C 6.40166 1.99385 1.18293
C 1.01271 1.62893 -6.03727
C -4.52126 -2.71505 4.37743
C 1.79879 2.55164 -5.39929
C 5.48013 -6.98399 2.26760
C 1.40337 5.64216 -3.96487
C 4.29977 -1.36302 0.94542
C -1.45575 -5.56403 3.02003
C -5.42691 2.91173 1.67823
C 6.28294 2.67079 0.02066
C 4.61983 -4.85602 -1.22005
C 0.02591 0.50493 0.98569
C -2.54664 -2.71075 -2.41805
C -5.03935 1.57644 1.71557
C 0.65935 0.41465 -4.03345
C -5.47199 -4.94948 3.78449
C -1.33025 -3.20564 -2.77108
C -4.38692 3.99419 -2.33254
C -2.96377 2.91167 -6.68941
C -4.38903 1.05512 2.85164
C -3.16932 1.59958 -7.01129
C -0.60012 6.65391 0.89876
C 2.99810 -1.25476 0.63700
C -4.54952 -3.35039 2.19130
C 7.95248 4.19061 0.87994
C -0.56933 1.13463 -0.09642
C -0.75722 -1.00143 7.03099
C -0.36093 5.68389 -0.09674
C 1.86355 6.33539 -5.08020
C 3.46941 5.21207 -0.29438
C 2.65011 -0.72682 -0.63473
C 3.43131 -3.01520 -4.94344
C 7.25551 2.49864 2.16609
C -2.00989 4.34821 0.60260
C 4.00074 -5.78488 3.65227
C 1.16713 3.29944 5.43174
C 2.27288 -0.90649 4.26005
C 0.57653 0.52559 -5.37011
C -6.20396 3.14796 -3.35317
C 2.49727 -3.74227 -4.28074
C 0.03507 5.58135 -3.73370
C 1.32120 -3.95216 -4.93461
C -5.71624 -1.50231 -3.76197
C -2.53275 3.20521 -5.40601
C -2.47177 5.23415 1.55059
C 0.78062 -4.17366 2.60550
C -2.00858 -5.35957 -2.70390
C -5.34010 5.21908 -4.19565
C -1.98169 -0.82174 1.03672
C -2.47134 2.19717 -4.48824
H -5.03310 0.39740 -3.23258
H 3.15511 -5.70756 4.32116
H -4.60418 3.97009 4.62194
H 3.82877 -1.79636 -6.66861
H 1.64364 -0.40689 -0.74658
H -4.49616 -3.38134 -1.72652
H 5.68836 0.69896 4.51864
H 0.60579 -4.63485 -4.47575
H -2.35178 -6.09380 3.23898
H 0.29417 4.29425 2.32520
H -1.17097 -4.20479 8.00630
H -2.19181 -4.79214 1.13307
H 0.87739 1.71154 -7.13778
H 5.85961 -7.87531 1.76824
H 2.49549 3.04647 -3.36422
H 7.26487 2.02876 3.13227
H -0.00782 -0.26047 6.73261
H 4.36229 -2.73607 -4.42737
H -0.62513 -5.76677 4.97092
H 2.31674 2.26135 -0.74011
H -0.09170 2.01420 -0.54604
H 2.94897 6.44124 -5.26459
H -2.51049 4.20731 -4.99581
H -5.49311 6.03911 -4.86198
H 2.13567 -6.20410 0.68323
H 4.05745 3.66902 2.79987
H 0.47591 5.80048 -0.76081
H 3.39986 -4.06307 0.31792
H -5.62490 -4.03472 5.71269
H 3.62124 6.16859 -0.81353
H 3.97424 -7.89278 3.58135
H 0.09875 -3.38546 -6.53888
H -6.91324 2.32210 -3.39260
H -3.83495 1.62082 4.81235
H -2.43058 1.42622 -1.32845
H 5.39828 -5.95395 -2.92385
H -2.83524 -1.66916 -2.23439
H 5.41109 -1.79002 5.18860
H -2.99093 3.62231 -7.45846
H -1.18175 1.11591 4.86057
H -3.48992 5.76838 -3.14112
H 3.17201 -2.67360 5.04769
H 1.81693 4.92169 4.19302
H 0.18868 -0.43202 -3.55252
H -3.62232 3.90761 -1.52419
H -5.21935 0.99162 0.82678
H 3.06130 1.82477 1.51555
H -5.77058 0.20207 -0.84384
H 1.90660 3.50945 6.15617
H 2.24403 3.39859 -5.85283
H 7.08805 4.41568 -1.05094
H -0.30748 -1.09638 2.33723
H 5.74226 1.19565 1.50172
H 4.17994 -7.95803 -2.48587
H 5.53179 2.38455 -0.71709
H 8.71805 4.89876 0.74259
H 3.46171 -0.19030 -2.55997
H -4.23776 -3.11527 1.21861
H -7.15021 4.32520 -4.82387
H -2.02000 7.12199 2.41305
H -4.03809 -1.38340 7.51541
H 2.64810 -4.20772 -3.24759
H 1.04605 0.83122 1.30548
H 2.17659 -1.51574 1.35740
H -3.43110 5.03996 2.03910
H -3.31183 1.32048 -8.09700
H -5.31360 -1.40874 -4.73398
H 1.70403 -3.71523 2.43076
H 1.15285 7.51602 -6.76154
H 6.81759 -5.76438 1.21444
H 2.13006 5.16501 -3.29344
H -5.90612 3.53191 0.84247
H -0.30497 4.91548 -2.97242
H -1.46419 2.51883 2.89405
H -4.15198 -2.09277 5.16824
H -4.15997 -5.67635 -2.08753
H 1.22134 -1.20367 4.22824
H 1.71165 1.00782 3.70504
H 0.61976 -2.56176 7.18004
H -5.62006 -5.21780 1.68605
H 4.57495 5.93274 1.50562
H -5.91619 -5.86821 4.07636
H -2.44558 -1.65172 1.51456
H 5.26775 -3.97934 -1.29435
H 5.50755 -3.59922 1.87659
H 5.82861 -0.55012 -1.72675
H -2.30767 0.41953 6.84339
H -2.64882 0.10096 -4.15124
H 4.57143 -1.79348 1.89068
H -3.94150 0.01810 2.82111
H -2.54585 3.40693 0.50587
H -2.17511 2.47522 -3.46271
H -0.11939 7.64520 0.89606
H -0.03500 -3.63147 0.73903
H -7.04637 -1.92430 -0.21297
H -6.82435 -3.45134 -3.94215
H -1.24069 7.01160 -6.36690
H -1.66273 -6.44105 -2.74958
H 0.16574 -0.27422 -6.00014
H -0.57687 -2.47721 -2.96506
*
```

HOMO-LUMO gap in eV: 9.76

Number 1: LUMO level 0.8624 eV, molecular weight 220.36 u. Number 2: LUMO level -1.0054 eV, molecular weight 534.57 u. Number 3: LUMO level 0.4852 eV, molecular weight 1582.04 u.